Entry 1:
Density functional theory data (ωB97M-V with the def2-TZVPD basis set) for a molecular structure, C57H60MgN15O9 at a distorted geometry.

Summary:
Kohn-Sham gap = 7.47 eV
Net charge = -1

```
142
Properties=species:S:1:pos:R:3:forces:R:3
Mg -3.398 1.513 1.082 0.6 0.5 1.9
N -1.910 3.304 3.235 1.3 0.7 1.9
O -2.535 2.883 2.283 -1.9 -1.1 -3.1
O -1.119 4.195 3.104 1.3 2.0 -1.0
O -2.074 2.820 4.337 -0.8 -1.6 2.2
N -5.926 3.323 1.495 -3.0 2.0 2.6
O -6.177 3.898 0.454 -0.6 1.4 -0.8
O -6.450 3.584 2.626 0.4 0.3 -1.9
O -5.185 2.378 1.450 3.1 -4.0 -0.3
N -0.628 0.019 0.579 2.9 -1.4 -2.4
O -1.652 0.356 1.048 -4.7 2.8 3.0
O 0.327 0.785 0.457 0.5 -0.3 0.0
O -0.638 -1.158 0.165 1.6 -1.5 -0.7
N 0.812 -3.529 -1.321 0.5 -3.1 -1.7
C 1.403 -3.116 -2.494 0.8 0.0 -0.3
C 1.782 -4.220 -3.274 -0.4 1.7 -0.4
C 1.354 -5.346 -2.636 -1.5 -1.0 3.6
C 0.775 -4.950 -1.396 0.2 0.7 -1.6
H 0.290 -2.992 -0.642 0.2 0.5 -0.1
H 1.693 -2.094 -2.689 -0.4 0.1 0.2
H 2.143 -4.286 -4.290 0.4 0.7 0.1
H 1.412 -6.381 -2.938 0.1 0.1 -0.1
H 0.211 -5.584 -0.727 0.1 0.4 0.4
N 4.397 -3.648 -1.126 -0.6 -0.3 -0.1
C 4.252 -3.206 0.164 1.4 1.1 -0.5
C 5.493 -2.672 0.516 -0.4 -0.6 -0.3
C 6.385 -2.896 -0.588 0.5 1.1 1.2
C 5.669 -3.443 -1.585 -1.0 -1.1 -0.5
H 3.673 -4.099 -1.666 -0.1 0.2 0.0
H 3.290 -3.019 0.618 0.0 -0.5 0.0
H 5.701 -2.158 1.443 0.1 -0.1 0.0
H 7.427 -2.618 -0.656 -0.1 0.0 0.1
H 5.941 -3.820 -2.560 0.1 0.2 0.1
N 2.912 2.730 -4.231 -0.4 1.3 -3.4
C 3.355 2.954 -5.549 -0.9 0.2 0.7
C 2.263 3.291 -6.332 -0.1 -0.2 0.2
C 1.077 3.226 -5.540 1.7 -0.1 2.0
C 1.550 2.958 -4.231 0.1 -1.1 -0.5
H 3.521 2.414 -3.490 -0.5 -0.4 0.4
H 4.390 2.902 -5.853 0.0 0.0 0.3
H 2.288 3.591 -7.369 0.2 -0.2 0.0
H 0.045 3.349 -5.834 0.1 0.1 0.0
H 1.049 2.648 -3.326 -0.4 0.4 0.0
N 1.683 3.945 3.994 3.1 -2.1 -1.1
C 2.957 3.876 3.379 -1.1 0.0 1.0
C 3.861 2.806 3.398 -2.1 -1.1 1.3
C 3.429 1.609 4.100 -0.1 2.4 -1.5
C 2.230 1.701 4.803 1.2 -1.2 -1.2
C 1.392 2.788 4.616 0.0 1.6 1.2
H 3.253 4.739 2.801 -0.2 0.4 0.1
H 4.806 2.886 2.882 -0.1 -0.1 -0.1
H 3.891 0.667 3.844 0.4 -0.2 0.8
H 1.955 0.817 5.360 -0.5 0.0 0.1
H 0.463 2.770 5.167 -0.4 0.2 -0.2
N 4.015 1.222 -2.053 1.9 1.0 0.2
C 3.422 0.427 -1.134 1.4 1.0 -0.2
C 3.960 0.265 0.155 0.6 0.9 0.2
C 5.017 1.139 0.598 -0.8 -1.9 -2.1
C 5.709 1.789 -0.411 -1.0 0.2 -0.5
C 5.197 1.828 -1.743 -0.4 -1.0 2.8
H 2.534 0.000 -1.575 -0.2 -0.6 0.8
H 3.684 -0.585 0.761 -0.6 0.4 0.3
H 5.449 1.146 1.588 -0.3 -0.3 0.1
H 6.637 2.250 -0.105 0.1 0.4 -0.5
H 5.853 2.381 -2.398 -0.7 -0.1 -1.0
N -4.216 -0.012 -0.040 -1.9 -2.1 -1.4
C -3.838 -1.310 -0.006 0.4 0.2 -1.4
C -4.209 -2.252 -1.006 -1.5 0.9 -0.6
C -5.124 -1.832 -2.016 2.1 -0.4 2.1
C -5.402 -0.487 -2.038 -2.9 -0.9 -1.8
C -5.132 0.329 -1.017 3.1 1.4 2.4
H -3.116 -1.558 0.758 0.0 -0.1 0.0
H -3.891 -3.282 -1.072 0.3 0.0 0.7
H -5.630 -2.519 -2.678 0.4 -0.1 -0.3
H -6.124 -0.206 -2.790 0.0 0.6 -0.1
H -5.415 1.364 -0.896 -0.5 0.1 -0.5
N -2.696 2.615 -0.492 -0.4 1.4 -2.5
C -2.147 2.121 -1.628 0.1 0.3 0.3
C -1.828 2.917 -2.712 0.7 -0.8 -0.6
C -1.958 4.285 -2.697 0.4 -0.7 -0.1
C -2.499 4.801 -1.566 -1.1 0.4 0.3
C -2.974 3.939 -0.564 1.8 0.6 0.9
H -1.866 1.079 -1.683 -0.2 -0.3 0.2
H -1.331 2.484 -3.568 -0.1 -0.4 0.0
H -1.533 4.863 -3.504 -0.2 0.2 0.0
H -2.596 5.876 -1.520 -0.2 0.0 0.6
H -3.263 4.423 0.358 -0.6 -0.3 0.1
N -3.767 0.273 2.836 0.6 -0.8 2.4
C -5.025 -0.185 2.997 0.6 0.4 -2.0
C -5.484 -0.908 4.036 0.6 0.1 1.9
C -4.617 -0.978 5.138 -0.1 -1.2 0.4
C -3.269 -0.660 5.050 -1.1 1.5 -1.2
C -2.898 0.021 3.872 -0.8 -0.3 -0.7
H -5.710 0.027 2.190 0.1 0.2 -0.2
H -6.496 -1.283 4.044 0.0 0.1 0.2
H -4.993 -1.345 6.082 -0.1 -0.3 0.1
H -2.614 -0.683 5.908 0.1 -0.2 -0.1
H -1.880 0.375 3.803 -0.1 0.2 -0.5
N 0.907 5.457 1.532 0.7 1.2 -4.0
C 0.951 4.303 0.774 -0.4 0.9 4.0
C 1.041 4.197 -0.553 -0.7 -0.5 -3.3
C 1.085 5.312 -1.341 0.1 0.8 0.4
C 1.163 6.518 -0.671 0.5 0.5 -0.8
C 1.051 6.600 0.698 -0.1 -2.7 2.0
H 0.844 3.361 1.290 0.0 0.1 0.6
H 0.889 3.268 -1.082 0.2 -0.5 0.5
H 1.017 5.321 -2.419 0.3 -0.3 -0.1
H 1.441 7.354 -1.296 -0.5 0.6 0.3
H 1.072 7.556 1.199 0.0 0.0 0.2
N -0.912 -0.707 -3.505 0.1 -2.1 -1.1
C -1.383 -1.947 -3.847 -0.3 1.8 -0.2
C -0.915 -2.636 -4.966 -0.9 -0.3 0.9
C 0.105 -2.076 -5.699 -0.5 -3.1 -1.7
C 0.637 -0.924 -5.357 1.8 1.4 -0.1
C 0.106 -0.331 -4.270 -0.2 3.1 2.3
H -2.254 -2.167 -3.248 0.0 -0.9 -0.1
H -1.320 -3.596 -5.249 -0.1 0.0 0.1
H 0.540 -2.580 -6.549 -0.3 -0.4 -0.2
H 1.507 -0.546 -5.873 -0.1 0.4 0.0
H 0.502 0.623 -3.954 0.3 0.2 -0.1
N -1.624 -5.414 1.256 -1.3 -0.7 -0.9
C -1.926 -4.594 2.268 0.5 -0.4 -0.6
C -3.207 -4.372 2.672 -0.4 -0.3 0.3
C -4.231 -5.040 2.021 -0.9 0.8 2.2
C -4.007 -5.965 1.050 1.2 0.8 -1.6
C -2.675 -6.053 0.631 1.2 -0.2 1.8
H -1.137 -4.123 2.836 0.4 0.0 -0.3
H -3.345 -3.809 3.584 -0.4 0.3 -0.2
H -5.189 -4.898 2.500 -0.5 -0.1 -0.5
H -4.802 -6.414 0.473 0.0 -0.4 0.3
H -2.385 -6.874 -0.008 0.1 0.3 -0.6
N 1.870 -1.825 4.863 1.5 1.1 0.3
C 1.319 -1.476 3.697 -1.3 -1.0 1.1
C 1.050 -2.389 2.693 0.6 0.0 0.1
C 1.635 -3.621 2.834 1.2 -1.7 1.4
C 2.456 -3.947 3.972 -1.1 1.8 0.0
C 2.559 -2.970 5.001 -1.4 -0.8 -2.5
H 0.751 -0.560 3.624 0.4 0.6 0.4
H 0.355 -2.097 1.920 0.2 -0.2 -0.4
H 1.458 -4.441 2.154 -0.1 0.1 -0.4
H 2.848 -4.941 4.127 0.2 0.0 -0.3
H 3.114 -3.184 5.903 -0.2 0.2 0.3
```
Positions in Å, forces in eV/Å.



Entry 2:
Density functional theory data (ωB97M-V with the def2-TZVPD basis set) for a molecular structure, C57H63Cl2N5O4P2Sc at a distorted geometry.

Summary:
Kohn-Sham gap = 6.63 eV
Net charge = +1
Energy above the lowest of the compared OMol25 structures with the same formula, charge and spin = 35.5 kcal/mol

```
134
Properties=species:S:1:pos:R:3:forces:R:3
Sc 0.916 0.045 0.863 0.8 0.4 1.6
C 2.079 0.866 -3.861 -0.1 0.0 -0.1
N 3.049 1.077 -2.795 -0.1 0.0 -0.1
C 4.356 1.586 -3.194 0.1 0.0 0.2
C 2.737 0.821 -1.528 0.2 0.0 0.0
O 1.635 0.382 -1.171 0.0 0.2 -0.6
C 3.855 1.029 -0.518 -0.1 -0.1 0.1
O 3.417 0.775 0.801 -0.2 -0.1 -0.1
C 3.600 1.900 1.643 -0.1 0.0 0.1
C 2.654 2.994 1.165 0.2 -0.2 -0.1
O 1.636 2.627 0.576 0.0 0.1 0.0
N 3.003 4.276 1.345 -0.1 0.2 0.0
C 4.183 4.708 2.082 0.0 -0.1 0.1
C 1.999 5.316 1.139 -0.1 -0.1 0.0
H 1.948 1.788 -4.426 0.0 0.0 0.0
H 1.128 0.582 -3.428 0.0 0.0 0.0
H 2.430 0.077 -4.529 0.0 0.0 0.0
H 4.370 1.687 -4.274 0.0 0.0 0.0
H 5.157 0.903 -2.904 0.0 0.0 0.0
H 4.552 2.568 -2.759 0.0 0.0 0.0
H 4.231 2.050 -0.616 0.1 0.0 0.0
H 4.669 0.337 -0.753 0.0 0.1 -0.1
H 4.649 2.194 1.655 0.0 0.0 0.0
H 3.289 1.600 2.644 0.0 0.0 -0.1
H 5.055 4.099 1.856 0.0 0.0 0.0
H 4.001 4.687 3.160 0.0 0.0 0.0
H 4.411 5.728 1.782 0.0 0.0 0.0
H 1.015 4.857 1.130 0.0 0.0 0.0
H 2.180 5.854 0.207 0.0 0.0 0.0
H 2.033 6.019 1.971 0.0 0.0 0.0
N 1.611 -1.997 2.607 -0.2 -0.1 0.2
C 2.348 -3.226 2.945 0.2 0.0 -0.1
C 3.853 -3.098 2.696 -0.1 -0.1 -0.2
C 4.317 -3.406 1.268 0.0 0.2 0.0
C 4.143 -2.273 0.265 0.0 0.0 0.1
N 2.728 -1.912 0.043 0.1 0.2 -0.2
H 1.911 -1.264 3.244 -0.1 0.1 0.0
H 0.636 -2.150 2.843 -0.2 0.1 0.1
H 1.935 -4.048 2.352 0.0 0.0 0.0
H 2.196 -3.492 3.996 -0.1 0.0 0.0
H 4.367 -3.785 3.369 0.0 0.0 0.0
H 4.167 -2.084 2.967 0.1 0.0 0.1
H 3.795 -4.296 0.897 0.0 0.0 0.0
H 5.381 -3.653 1.290 0.0 0.0 0.0
H 4.607 -2.586 -0.676 0.0 0.1 0.0
H 4.681 -1.393 0.632 0.0 0.0 0.0
H 2.571 -1.804 -0.951 0.0 -0.2 0.0
H 2.163 -2.696 0.340 -0.1 0.0 0.0
C -6.486 -1.534 -1.421 0.1 0.0 -0.1
C -5.292 -1.039 -2.257 -0.1 0.0 0.0
C -5.722 -0.830 -3.721 0.0 0.0 0.1
C -4.796 0.283 -1.693 0.1 -0.2 0.0
C -5.612 1.410 -1.683 0.0 0.0 0.0
C -5.158 2.628 -1.209 -0.1 0.1 0.0
C -3.862 2.754 -0.737 0.0 -0.1 0.0
C -3.023 1.651 -0.723 0.2 -0.6 0.0
P -1.243 1.769 -0.215 -0.5 0.7 0.2
C -0.735 2.734 -1.697 0.2 -0.1 0.0
C 0.060 3.874 -1.689 0.1 -0.1 0.0
C 0.401 4.509 -2.876 0.0 0.0 0.0
C -0.041 4.011 -4.092 0.0 0.0 0.0
C -0.809 2.854 -4.115 0.0 0.0 -0.1
C -1.143 2.219 -2.931 -0.1 0.0 0.0
C -1.577 2.889 1.200 0.1 0.0 0.0
C -1.505 4.275 1.231 0.0 0.0 -0.1
C -1.840 4.965 2.390 0.0 0.1 0.0
C -2.287 4.282 3.508 0.0 0.0 0.1
C -2.415 2.899 3.467 0.0 0.0 0.0
C -2.055 2.211 2.323 0.0 0.0 -0.1
C -3.511 0.434 -1.189 -0.1 0.3 0.0
O -2.602 -0.590 -1.140 -0.1 0.0 0.0
C -2.944 -1.808 -1.650 0.1 -0.2 -0.1
C -1.939 -2.764 -1.565 0.0 0.5 0.0
C -2.170 -4.034 -2.073 0.0 0.1 0.0
C -3.391 -4.328 -2.652 0.0 -0.2 0.0
C -4.386 -3.365 -2.707 0.0 0.0 0.0
C -4.187 -2.083 -2.209 0.0 0.2 0.1
P -0.372 -2.357 -0.660 -0.4 -1.0 -0.2
C -0.704 -3.665 0.597 0.2 0.0 0.0
C -1.775 -3.315 1.423 0.1 0.1 0.1
C -2.284 -4.209 2.347 0.0 0.1 0.1
C -1.707 -5.464 2.486 0.0 0.0 0.0
C -0.645 -5.821 1.675 0.0 -0.1 0.0
C -0.156 -4.936 0.722 0.1 0.0 0.0
C 0.728 -3.006 -1.994 0.0 0.2 0.0
C 1.658 -4.040 -1.947 0.0 0.0 0.0
C 2.383 -4.391 -3.079 0.0 0.0 0.0
C 2.210 -3.700 -4.267 0.0 0.0 0.0
C 1.317 -2.638 -4.316 0.0 0.0 0.0
C 0.587 -2.298 -3.191 0.0 0.0 0.1
H -7.307 -0.817 -1.460 0.0 0.0 0.0
H -6.190 -1.665 -0.380 0.0 0.0 0.0
H -6.851 -2.488 -1.801 0.0 0.0 0.0
H -6.515 -0.085 -3.789 0.0 0.0 0.0
H -6.099 -1.760 -4.147 0.0 0.0 0.0
H -4.876 -0.490 -4.319 0.0 0.0 0.0
H -6.624 1.334 -2.061 0.0 0.0 0.0
H -5.817 3.486 -1.219 0.0 0.0 0.0
H -3.505 3.709 -0.374 0.0 0.0 0.0
H 0.427 4.262 -0.755 0.1 0.0 0.0
H 1.007 5.407 -2.847 0.0 0.0 0.0
H 0.207 4.521 -5.014 0.0 0.0 0.0
H -1.149 2.450 -5.061 0.0 0.0 0.0
H -1.749 1.319 -2.963 0.0 0.0 0.0
H -1.217 4.836 0.351 0.0 0.0 0.0
H -1.756 6.044 2.412 0.0 0.0 0.0
H -2.542 4.825 4.409 0.0 0.0 0.0
H -2.781 2.362 4.333 0.0 0.0 0.0
H -2.143 1.131 2.289 0.0 0.0 0.1
H -1.400 -4.792 -2.005 0.0 0.0 0.0
H -3.578 -5.316 -3.051 0.0 0.0 0.0
H -5.342 -3.621 -3.144 0.0 0.0 0.0
H -2.223 -2.331 1.318 0.0 0.0 0.1
H -3.123 -3.924 2.968 0.0 0.0 0.0
H -2.093 -6.162 3.217 0.0 0.0 0.0
H -0.197 -6.803 1.765 0.0 0.0 0.0
H 0.633 -5.275 0.066 -0.1 0.0 0.1
H 1.844 -4.584 -1.033 0.0 0.1 -0.1
H 3.084 -5.214 -3.026 0.0 0.0 0.0
H 2.765 -3.991 -5.149 0.0 0.0 0.0
H 1.182 -2.086 -5.238 0.0 0.0 0.0
H -0.124 -1.477 -3.233 0.0 0.0 -0.1
Cl -1.520 -1.113 3.922 0.0 -0.4 -0.2
C -0.508 0.042 4.738 0.2 0.2 -0.5
C -0.637 0.132 6.107 0.0 0.0 0.1
C 0.030 1.124 6.804 0.0 0.0 0.1
C 0.751 2.059 6.081 0.0 0.0 0.2
C 0.864 1.946 4.713 -0.2 -0.5 -0.3
Cl 1.651 3.251 3.885 0.1 0.3 0.0
C 0.342 0.866 3.920 -0.2 0.3 0.8
N 0.570 0.668 2.622 0.0 -0.6 -1.0
H -1.277 -0.569 6.625 0.0 0.0 0.0
H -0.053 1.193 7.879 0.0 0.0 0.0
H 1.217 2.895 6.586 0.0 0.0 -0.1
```
Positions in Å, forces in eV/Å.



Entry 3:
Density functional theory data (ωB97M-V with the def2-TZVPD basis set) for a molecular structure, C57H65InNO5 at a distorted geometry.

Summary:
Kohn-Sham gap = 6.83 eV
Net charge = -1
Energy above the lowest of the compared OMol25 structures with the same formula, charge and spin = 146.2 kcal/mol

```
129
Properties=species:S:1:pos:R:3:forces:R:3
N 8.570 -4.434 2.122 -0.7 0.4 0.3
C 7.216 -4.127 1.551 0.0 0.4 -1.4
C 7.188 -2.725 0.721 1.6 -0.7 -0.4
O 6.503 -1.700 1.490 0.7 0.2 -0.1
C 6.693 -2.883 -0.790 0.7 -0.6 0.8
In 4.460 -2.829 -1.080 0.5 1.3 -0.4
C 3.339 -1.447 0.301 -0.9 0.5 0.4
C 3.986 0.011 0.494 -1.6 -0.2 1.2
C 2.754 1.060 0.735 1.0 0.5 1.0
C 2.957 1.903 2.112 -2.5 -0.3 -0.8
O 4.008 2.908 2.016 1.5 -2.1 2.0
C 5.199 2.412 2.617 3.0 0.3 -4.0
O 6.236 2.421 1.905 -3.6 0.2 3.2
O 3.531 -4.744 -0.984 -2.1 -0.3 4.0
C 3.265 -4.985 0.365 3.4 -0.8 -0.5
O 4.205 -5.475 1.081 -3.4 1.4 -1.7
C 1.910 -4.659 1.122 -3.2 0.1 1.9
C 1.640 -5.461 2.446 -2.1 2.1 -0.8
C 0.383 -5.215 3.309 0.6 1.9 -3.0
C -0.655 -4.145 2.870 3.1 -0.8 -2.1
C -0.419 -3.380 1.544 1.9 -2.2 1.6
C 0.841 -3.636 0.689 -0.3 -1.6 2.2
H 9.340 -4.142 1.509 -0.6 0.0 0.5
H 8.634 -4.005 3.056 0.3 -0.1 -0.8
H 6.960 -4.954 0.786 0.1 1.2 1.5
H 6.468 -4.095 2.409 0.8 -0.2 -1.4
H 8.301 -2.395 0.667 -1.5 -0.5 0.1
H 7.181 -1.112 1.892 -0.8 -0.7 -0.6
H 7.165 -2.075 -1.446 -0.6 -1.0 0.9
H 7.089 -3.908 -1.156 -0.5 1.6 0.5
H 4.166 -2.246 -2.774 0.0 -0.3 0.4
H 3.117 -1.900 1.337 0.4 0.7 -1.5
H 2.295 -1.278 -0.177 1.6 -0.3 0.6
H 4.536 -0.015 1.512 -0.3 0.0 -2.0
H 4.659 0.356 -0.358 -0.8 -0.5 1.3
H 1.748 0.519 0.872 1.6 0.7 -0.3
H 2.663 1.807 -0.123 0.0 -0.9 1.1
H 1.963 2.475 2.256 1.6 -0.6 0.0
H 3.061 1.220 3.028 0.2 0.9 -1.3
H 5.253 1.977 3.675 -0.9 0.7 -1.3
H 2.398 -6.250 2.783 -1.2 1.4 -0.7
H 0.231 -5.819 4.274 0.3 1.1 -1.7
H -1.571 -3.935 3.523 1.5 -0.3 -1.2
H -1.204 -2.600 1.248 1.5 -1.3 0.3
H 0.991 -3.046 -0.287 -0.2 -1.1 1.8
C -1.350 -0.089 -0.535 0.0 0.0 0.0
C -2.381 -0.301 -1.446 0.0 0.0 0.1
C -3.456 0.580 -1.498 0.1 0.0 0.1
C -3.497 1.680 -0.645 0.1 -0.1 0.0
C -2.464 1.894 0.263 0.0 0.0 0.0
C -1.393 1.007 0.321 -0.1 0.0 -0.1
H -0.513 -0.778 -0.492 0.0 0.1 0.0
H -2.346 -1.155 -2.115 0.0 0.1 0.1
H -4.263 0.411 -2.204 0.1 0.0 0.0
H -4.333 2.370 -0.689 0.1 0.0 0.0
H -2.495 2.752 0.926 0.0 -0.1 -0.1
H -0.591 1.171 1.033 0.0 0.0 -0.1
C -7.121 1.160 -1.635 -0.1 0.0 0.0
C -7.011 2.105 -2.650 -0.1 -0.1 0.0
C -8.034 2.247 -3.583 0.0 0.0 0.1
C -9.171 1.450 -3.494 0.1 0.0 0.1
C -9.283 0.508 -2.477 0.1 0.0 0.0
C -8.256 0.359 -1.549 0.0 0.1 -0.1
H -6.322 1.047 -0.910 -0.1 0.0 -0.1
H -6.127 2.731 -2.715 -0.1 -0.1 0.0
H -7.945 2.980 -4.378 0.0 -0.1 0.0
H -9.971 1.565 -4.219 0.1 0.0 0.0
H -10.171 -0.112 -2.407 0.1 0.0 0.0
H -8.341 -0.379 -0.760 0.0 0.1 -0.1
C -13.442 0.731 0.671 0.0 0.0 -0.1
C -14.660 1.380 0.492 0.1 0.0 0.0
C -14.870 2.168 -0.635 0.1 0.0 0.0
C -13.865 2.299 -1.589 0.0 -0.1 0.1
C -12.649 1.647 -1.412 -0.1 0.0 0.0
C -12.435 0.867 -0.281 -0.1 0.0 0.0
H -13.277 0.120 1.552 0.0 0.1 -0.1
H -15.445 1.273 1.233 0.1 0.0 -0.1
H -15.817 2.679 -0.771 0.1 0.0 0.0
H -14.031 2.909 -2.471 0.0 0.0 0.1
H -11.866 1.748 -2.157 0.0 0.0 0.1
H -11.485 0.363 -0.140 -0.1 0.1 0.0
C 5.487 -9.150 4.275 0.0 0.1 0.0
C 5.184 -8.790 2.965 0.1 0.1 0.0
C 5.907 -7.783 2.333 0.1 -0.2 0.1
C 6.942 -7.141 3.009 -0.1 -0.1 0.0
C 7.248 -7.505 4.318 -0.1 -0.1 -0.1
C 6.518 -8.506 4.952 0.0 0.0 -0.1
H 4.921 -9.934 4.768 0.0 0.1 0.0
H 4.382 -9.295 2.436 0.0 0.1 0.0
H 5.665 -7.498 1.315 0.0 0.1 0.1
H 7.509 -6.358 2.516 0.0 -0.2 0.1
H 8.056 -7.006 4.844 -0.1 0.0 0.0
H 6.753 -8.785 5.974 0.0 0.0 -0.1
C -9.021 5.803 -5.236 -0.1 0.0 -0.1
C -8.912 6.748 -6.251 -0.1 0.0 0.0
C -9.934 6.890 -7.184 0.0 -0.1 0.1
C -11.072 6.093 -7.096 0.1 0.0 0.1
C -11.183 5.151 -6.078 0.1 0.0 0.0
C -10.156 5.002 -5.151 0.0 0.1 -0.1
H -8.222 5.690 -4.511 -0.1 0.0 0.0
H -8.028 7.374 -6.316 -0.1 -0.1 0.0
H -9.846 7.623 -7.979 0.0 -0.1 0.1
H -11.872 6.207 -7.820 0.1 0.0 0.1
H -12.071 4.530 -6.009 0.1 0.0 0.0
H -10.241 4.263 -4.361 0.0 0.1 0.0
C 12.891 0.226 0.725 -0.1 0.0 0.0
C 12.244 1.429 0.988 0.0 -0.1 0.0
C 10.974 1.427 1.557 0.0 -0.1 0.0
C 10.356 0.221 1.872 0.1 0.0 0.0
C 11.005 -0.982 1.613 0.0 0.1 0.0
C 12.271 -0.980 1.035 0.0 0.1 0.0
H 13.880 0.228 0.278 -0.1 0.0 0.0
H 12.729 2.370 0.748 0.0 -0.1 0.0
H 10.466 2.365 1.756 0.0 -0.1 0.0
H 9.368 0.220 2.320 0.1 0.0 -0.1
H 10.523 -1.922 1.860 0.0 0.1 0.0
H 12.774 -1.918 0.828 0.0 0.1 0.0
C 0.336 7.030 0.696 0.1 0.0 0.0
C 1.006 6.129 1.517 0.0 0.0 -0.1
C 2.162 5.500 1.065 -0.1 0.0 0.0
C 2.653 5.780 -0.207 -0.1 0.0 0.0
C 1.985 6.683 -1.027 0.0 0.0 0.1
C 0.824 7.306 -0.578 0.0 -0.1 0.1
H -0.568 7.518 1.048 0.1 0.0 0.0
H 0.627 5.916 2.512 0.0 0.0 -0.1
H 2.680 4.793 1.702 0.0 0.1 -0.1
H 3.557 5.293 -0.558 -0.1 0.0 0.1
H 2.369 6.903 -2.018 0.0 0.0 0.1
H 0.300 8.006 -1.220 0.0 0.0 0.0
```
Positions in Å, forces in eV/Å.